This record from the OMol25 dataset describes a 6-piece molecular cluster, C49H86N7O6S overall at a distorted geometry. The level of theory is the ωB97M-V functional and the def2-TZVPD basis.

CARTESIAN COORDINATES (ANGSTROEM)
C: 3.493701 -5.082274 2.052822
C: 3.698878 -3.984684 1.616258
C: 3.836263 -2.663462 0.973025
C: 2.411542 -2.048231 0.796105
C: 2.064215 -0.814527 1.712491
C: 1.746590 0.363931 0.717790
C: 2.092161 1.679756 1.466748
C: 0.845609 2.339185 2.069530
O: 0.721303 2.433217 3.265808
C: -0.212081 2.920884 1.168458
C: -1.391379 3.459101 1.681089
C: -2.302503 4.029614 0.807296
C: -2.097126 4.055508 -0.570321
C: -0.927726 3.514710 -1.103874
C: -0.003467 2.975325 -0.214676
C: 2.652270 -0.089310 -0.422324
C: 2.896321 0.751372 -1.687314
C: 4.332244 1.312227 -1.793970
C: 4.649981 2.492188 -0.874111
S: 3.587785 3.932709 -1.253586
N: 2.213045 -1.513115 -0.602514
C: 0.768045 -1.781192 -0.927381
C: 0.090711 -0.835543 -1.932889
C: -1.429729 -0.829750 -1.606296
C: -2.325098 -0.691510 -2.839067
C: -3.788681 -1.083350 -2.462271
C: -4.831739 0.003241 -2.759824
C: -4.556421 1.349167 -2.082330
C: -4.490040 1.277089 -0.541605
C: -5.562861 2.103482 0.176722
C: -7.015182 1.861251 -0.289624
C: -7.805855 0.770422 0.491094
C: -6.930931 -0.231309 1.255360
N: -7.698376 -1.379943 1.745672
C: -8.068812 -1.574601 3.034007
C: -8.740110 -2.795034 3.055513
C: -8.750247 -3.305627 1.736837
C: -8.079620 -2.392351 0.929200
H: 3.376362 -6.125404 2.239352
H: 4.279359 -2.869644 -0.007273
H: 4.499578 -2.023054 1.555256
H: 1.760220 -2.882629 1.042128
H: 3.026806 -0.604798 2.178092
H: 1.297139 -1.050372 2.442880
H: 0.684253 0.458305 0.489948
H: 2.731231 1.472811 2.323382
H: 2.549649 2.438056 0.829841
H: -1.590679 3.439046 2.744223
H: -3.226579 4.464362 1.168887
H: -2.819615 4.489047 -1.250037
H: -0.702844 3.499554 -2.164781
H: 0.925578 2.587130 -0.616218
H: 3.633092 -0.120500 0.069565
H: 2.809673 0.066256 -2.544079
H: 2.145820 1.523378 -1.844988
H: 4.458625 1.635515 -2.827533
H: 5.034490 0.510930 -1.546433
H: 5.676197 2.808479 -1.066007
H: 4.618212 2.243406 0.187464
H: 3.157025 4.397213 -0.062465
H: 2.835997 -1.896911 -1.311161
H: 0.157750 -1.808028 -0.028742
H: 0.720336 -2.791897 -1.337821
H: 0.428199 0.198548 -1.862762
H: 0.214038 -1.198168 -2.954541
H: -1.654317 -0.051690 -0.869505
H: -1.683419 -1.790836 -1.143183
H: -2.284801 0.300202 -3.289270
H: -2.017831 -1.413084 -3.602390
H: -4.085104 -2.000780 -2.974637
H: -3.817692 -1.322526 -1.395257
H: -5.802126 -0.380392 -2.419590
H: -4.915984 0.125611 -3.843896
H: -3.604931 1.731323 -2.468913
H: -5.309745 2.064674 -2.420617
H: -4.482161 0.231257 -0.228754
H: -3.516465 1.684249 -0.251422
H: -5.493524 2.005917 1.262304
H: -5.333779 3.155693 -0.033284
H: -7.076344 1.688457 -1.364964
H: -7.547980 2.802407 -0.125676
H: -8.470053 1.269152 1.201683
H: -8.451047 0.252128 -0.223185
H: -6.185715 -0.629827 0.563642
H: -6.467541 0.273491 2.101003
H: -7.846916 -0.877737 3.818959
H: -9.159342 -3.272689 3.927452
H: -9.178129 -4.248350 1.433935
H: -7.886341 -2.465386 -0.126270
C: -4.831994 0.298021 4.856879
O: -5.655969 0.256780 3.956996
N: -4.437444 -0.764498 5.572932
C: -3.452681 -0.658473 6.633254
C: -5.021466 -2.065000 5.271944
H: -4.336780 1.235937 5.157280
H: -2.592881 -1.291497 6.405971
H: -3.890314 -0.980738 7.579349
H: -3.115881 0.371091 6.733397
H: -4.815730 -2.333767 4.235313
H: -6.102238 -2.027620 5.402920
H: -4.601062 -2.817100 5.934341
C: 5.179085 -6.123292 6.401129
O: 4.080557 -5.602876 6.317488
N: 6.286091 -5.674959 5.782395
C: 7.575074 -6.336884 5.909228
C: 6.170601 -4.484554 4.962660
H: 5.355347 -7.029789 7.003340
H: 8.300150 -5.652658 6.334182
H: 7.923358 -6.658986 4.927623
H: 7.482384 -7.207771 6.556455
H: 5.822672 -3.651993 5.576543
H: 5.436296 -4.657691 4.173715
H: 7.134794 -4.237388 4.524682
C: 10.216107 -4.931592 3.764040
O: 9.860457 -4.762263 4.915009
N: 10.487079 -3.942613 2.891583
C: 10.909781 -4.208545 1.530103
C: 10.352238 -2.565614 3.337895
H: 10.350636 -5.938518 3.333597
H: 11.895178 -3.773541 1.354622
H: 10.198110 -3.770708 0.826715
H: 10.962866 -5.280837 1.355358
H: 11.014861 -2.382946 4.183872
H: 9.327387 -2.378394 3.661950
H: 10.606354 -1.890105 2.525083
C: 0.813328 2.928594 -4.467229
O: -0.280852 3.429490 -4.284669
N: 1.778126 3.440467 -5.247231
C: 3.062449 2.794607 -5.418549
C: 1.521276 4.694608 -5.946312
H: 1.104716 1.978202 -3.979739
H: 3.855538 3.466443 -5.081683
H: 3.220464 2.557434 -6.472034
H: 3.104752 1.873100 -4.838551
H: 1.300836 5.478271 -5.221569
H: 0.659038 4.583761 -6.603591
H: 2.391014 4.975573 -6.533460
C: -2.176172 6.027546 -7.933625
O: -1.037940 5.963509 -8.358188
N: -3.073474 5.025369 -7.988253
C: -4.418203 5.164262 -7.464721
C: -2.674437 3.766266 -8.592571
H: -2.573781 6.939184 -7.457278
H: -4.589582 4.425446 -6.679160
H: -5.146605 5.009711 -8.263045
H: -4.558437 6.159398 -7.048605
H: -1.823099 3.349665 -8.052273
H: -2.375130 3.929812 -9.628260
H: -3.503903 3.064588 -8.560274

Cartesian forces (eV/Å) of the 3 atoms listed first:
0.186 -0.017 -0.544
0.043 0.222 0.016
-0.487 -0.436 0.231

Output
Total charge = +1
DFT total energy = -3151.2754 Eh

---

This record from the OMol25 dataset describes C49H88N12O2Pb as an isolated structure at a distorted geometry. The level of theory is the ωB97M-V functional and the def2-TZVPD basis.

CARTESIAN COORDINATES (ANGSTROEM)
Pb: -1.870411 0.355210 -0.772671
O: 0.121259 -0.397380 0.401329
H: 0.595019 -0.385190 1.255689
C: -5.213421 1.358270 -2.658001
O: -4.065861 1.050880 -1.899051
H: -5.344751 0.729740 -3.538801
H: -6.158331 1.219020 -2.132781
H: -5.185981 2.371530 -3.058811
C: -2.690361 0.351900 -6.253931
C: -1.772321 1.529990 -6.001111
C: -0.316101 1.134210 -5.507761
C: -0.336511 0.670800 -4.107161
N: -0.335661 0.390970 -3.014201
H: -2.937571 0.020650 -5.245341
H: -2.195991 -0.454760 -6.795231
H: -3.591921 0.653930 -6.786911
H: -2.273091 2.215000 -5.316941
H: -1.721621 2.087590 -6.936331
H: 0.374229 1.977740 -5.508051
H: 0.060569 0.300230 -6.099961
C: -2.614941 5.670840 1.262679
C: -1.717281 5.460360 2.502689
C: -1.704991 4.049520 3.044179
C: -1.789821 2.935360 2.122269
N: -1.885571 2.101900 1.334489
H: -2.321281 5.083790 0.392479
H: -2.500241 6.710490 0.955969
H: -3.663191 5.408220 1.405189
H: -1.996631 6.054140 3.373019
H: -0.708681 5.728110 2.187819
H: -2.510511 3.945650 3.771129
H: -0.768111 3.980420 3.596959
C: 3.025629 -1.975940 -2.170341
C: 2.108199 -3.228340 -2.045241
C: 0.718969 -2.881840 -2.578341
C: 0.599429 -2.506160 -4.005421
N: 0.476979 -2.208740 -5.112171
H: 3.189669 -1.738720 -3.221491
H: 4.022569 -2.158770 -1.769361
H: 2.672739 -1.072920 -1.672221
H: 2.069879 -3.530610 -0.998691
H: 2.507949 -4.073000 -2.606351
H: 0.145199 -2.179360 -1.973851
H: 0.124629 -3.791010 -2.487331
C: -4.168931 -5.111930 -3.630951
C: -3.233461 -4.322360 -4.548811
C: -3.186211 -2.803790 -4.332731
C: -2.769451 -2.350430 -3.027871
N: -2.463081 -1.973950 -1.939141
H: -3.922981 -4.967940 -2.578871
H: -4.019601 -6.183820 -3.760791
H: -5.215181 -4.859030 -3.802671
H: -3.498971 -4.482570 -5.593761
H: -2.222381 -4.717250 -4.449341
H: -4.210311 -2.444030 -4.432171
H: -2.574771 -2.332990 -5.102531
C: 2.038529 -0.577910 6.974059
C: 1.925879 0.636940 6.023729
C: 3.261399 1.430510 5.894649
C: 3.236879 2.354020 4.736579
N: 3.149429 3.093740 3.832329
H: 2.795789 -1.258490 6.584889
H: 1.087049 -1.109670 6.968459
H: 2.270469 -0.218440 7.976599
H: 1.156979 1.301070 6.418499
H: 1.560079 0.323930 5.045809
H: 4.043279 0.698720 5.691539
H: 3.611089 1.861040 6.832979
C: -0.282501 -4.123270 0.673119
C: -1.707161 -4.654690 0.432059
C: -1.872911 -6.111110 0.870459
C: -1.185901 -7.086380 0.022459
N: -0.694661 -7.863760 -0.643671
H: -0.003151 -4.314760 1.709169
H: -0.163981 -3.050810 0.518609
H: 0.429509 -4.638200 0.028139
H: -1.978031 -4.525540 -0.615821
H: -2.414801 -4.061050 1.010789
H: -2.891081 -6.474160 1.010539
H: -1.440661 -6.205330 1.866639
C: -1.692641 0.211280 4.533699
C: -0.821061 -0.818410 3.832279
C: -1.610881 -1.834850 3.029399
C: -2.434031 -1.395070 1.915659
N: -3.130021 -1.059460 1.030219
H: -1.162031 1.140520 4.741209
H: -2.039581 -0.181960 5.489259
H: -2.584871 0.459290 3.958779
H: -0.186361 -1.372030 4.524209
H: -0.173001 -0.290340 3.132809
H: -2.179781 -2.502930 3.676019
H: -0.878631 -2.530280 2.619169
C: 2.027759 -6.618330 6.018389
C: 0.761139 -6.004360 6.507399
C: 0.136449 -5.271570 5.315029
C: 1.064819 -4.250460 4.781869
N: 1.783419 -3.420710 4.391229
H: 1.980069 -7.276660 5.150959
H: 2.486549 -7.217100 6.805199
H: 2.760039 -5.835750 5.819829
H: 1.059559 -5.422360 7.379359
H: 0.066839 -6.791770 6.800699
H: -0.848581 -4.907690 5.607269
H: -0.070361 -6.025180 4.555159
C: 2.729899 1.778660 -3.278091
C: 3.687749 2.909960 -3.763691
C: 3.109449 3.698850 -4.983281
C: 1.700019 4.119250 -4.809001
N: 0.614729 4.521610 -4.707111
H: 2.494119 1.137050 -4.127121
H: 1.822169 2.218830 -2.865311
H: 3.167299 1.186280 -2.474441
H: 4.702049 2.569190 -3.971451
H: 3.838909 3.601220 -2.934591
H: 3.117149 3.071490 -5.874611
H: 3.696109 4.600720 -5.158101
C: 4.934099 -0.732780 3.275899
C: 3.841359 -0.592540 2.165129
C: 3.169469 -1.895170 1.629869
C: 4.072429 -2.913260 0.984249
N: 4.742309 -3.749380 0.546109
H: 5.835919 -1.126850 2.807349
H: 4.506539 -1.433990 3.992559
H: 5.178509 0.228100 3.728739
H: 4.167679 -0.033380 1.288229
H: 3.165559 0.110140 2.652599
H: 2.368519 -1.622850 0.942539
H: 2.656609 -2.392060 2.453379
C: 1.825099 5.353290 -0.705001
C: 1.227959 4.366810 0.275429
C: 1.717369 2.857740 0.194539
C: 3.185829 2.764100 -0.011461
N: 4.347529 2.704850 -0.122511
H: 2.832129 5.497180 -0.313461
H: 1.265959 6.286710 -0.640291
H: 1.773849 4.960320 -1.720401
H: 0.142089 4.381260 0.181709
H: 1.415459 4.760380 1.274449
H: 1.289989 2.472950 -0.731411
H: 1.387129 2.214940 1.010529
C: -2.537531 7.290680 -3.634751
C: -1.972751 6.231310 -2.658421
C: -2.522941 4.801080 -2.946031
C: -1.834681 3.774540 -2.131361
N: -1.310881 2.983960 -1.519511
H: -2.288471 7.019550 -4.660691
H: -2.130361 8.236060 -3.276181
H: -3.623051 7.245000 -3.722301
H: -2.080671 6.564740 -1.626291
H: -0.898571 6.155160 -2.827081
H: -2.308401 4.498520 -3.970981
H: -3.603461 4.695920 -2.848441

Cartesian forces (eV/Å) of the 3 atoms listed first:
-0.443 0.485 -0.267
0.130 -0.188 0.350
-0.493 0.143 -0.712

Output
DFT total energy = -2920.1065 Eh